C2H6NS | ωB97M-V/def2-TZVPD

frontier orbital gap	6.77	eV
ΔE to the lowest compared entry with this formula, charge and spin	248.9	kJ/mol
charge	-1
HOMO energy	-2.618	eV

Last column: natural (NBO) charge in e.
Atoms and positions in Å:
S 1.374563 2.182464 -0.588986  -1.04
H 2.527041 2.788375 -0.437311  0.09
C -1.370924 -0.576683 -0.575899  -0.41
C 0.683041 -0.829028 0.972035  -0.04
N -0.354510 -1.182823 0.244754  -0.51
H -1.315582 -1.080447 -1.494174  0.19
H -1.150795 0.479441 -0.463794  0.22
H -2.441847 -0.698297 -0.209988  0.15
H 1.384447 -0.021089 0.517993  0.21
H 0.664565 -1.061913 2.035370  0.14

Atomic forces in eV per Å
-0.779 -0.300 -0.199
0.784 0.436 0.119
0.872 0.346 1.688
-2.362 1.793 -4.293
0.632 -0.525 4.661
-0.077 0.206 -1.941
-0.203 0.527 -1.318
1.195 -0.420 0.148
-0.740 -1.056 1.165
0.678 -1.007 -0.030

C2H5NO3 | ωB97M-V/def2-TZVPD

frontier orbital gap	9.36	eV
ΔE to the lowest compared entry with this formula, charge and spin	390.4	kJ/mol
HOMO energy	-9.502	eV

Last column: natural (NBO) charge in e.
Atoms and positions in Å:
C 0.533463 -0.185633 0.982105  -0.37
C -0.837635 0.334196 0.415592  0.77
H 1.888611 0.859501 -1.258789  0.49
H 1.224229 -1.754360 -0.141061  0.35
H 0.429491 -0.798563 1.820572  0.24
H 1.128037 0.702025 1.472166  0.20
H -0.260121 0.017672 -1.546252  0.52
N 1.424924 -0.713650 -0.067258  -0.34
O 1.214457 -0.166940 -1.336579  -0.57
O -1.013421 0.250775 -0.887177  -0.71
O -1.770997 0.550901 1.191004  -0.59

Atomic forces in eV per Å
1.141 4.420 -1.751
-1.049 -1.728 2.258
-3.060 -4.731 -0.692
0.398 1.763 -0.459
-0.474 -1.584 0.802
-1.303 -1.072 -1.013
-0.711 0.592 2.293
-0.229 -3.075 1.602
4.715 4.814 -0.206
-1.360 0.366 -1.241
1.931 0.236 -1.592

C2H3BrO2 | ωB97M-V/def2-TZVPD

frontier orbital gap	10.94	eV
ΔE to the lowest compared entry with this formula, charge and spin	238.9	kJ/mol
HOMO energy	-10.138	eV

Last column: natural (NBO) charge in e.
Atoms and positions in Å:
C 0.887817 0.045671 -0.507353  0.22
C -0.732563 -0.086843 0.514082  0.30
O -0.019037 -1.016728 -0.187058  -0.52
O 0.037114 1.083366 -0.032972  -0.53
Br -2.525587 0.000767 -0.207745  0.00
H 1.713438 -0.220919 0.230834  0.14
H 1.363309 0.222774 -1.507649  0.19
H -0.724492 -0.028090 1.697859  0.21

Atomic forces in eV per Å
2.808 -0.082 1.328
-0.476 2.802 0.933
0.031 -0.163 -0.526
-0.501 -2.436 0.665
-0.356 -0.003 0.519
-0.262 1.114 -0.927
-1.188 -0.578 0.468
-0.056 -0.653 -2.460

C21H31N5O6STl | ωB97M-V/def2-TZVPD

frontier orbital gap (alpha / beta)	4.20 / 3.92	eV
ΔE to the lowest compared entry with this formula, charge and spin	455.9	kJ/mol
charge	+1
HOMO energy (alpha / beta)	-10.690 / -10.555	eV

Last column: Mulliken charge in e.
Atoms and positions in Å:
O 0.719678 -0.714060 -3.584406  -0.96
H 1.510229 -0.139983 -3.784822  0.16
Tl -0.073308 -0.224342 -1.557188  3.54
N -0.509103 2.042133 -0.462942  0.68
N 1.608791 1.757104 -2.269427  0.24
N -1.733944 -0.946621 -0.144960  0.26
N -0.656658 -2.450124 -2.012388  0.12
O -1.485061 2.176247 0.385020  -0.92
O -2.163988 -0.252104 0.950208  -0.68
O -0.241264 -2.939778 -3.198968  -0.56
O 2.589122 1.598233 -3.066620  -0.50
C 1.488870 2.892340 -1.525471  0.10
C 0.410091 3.027458 -0.571101  0.54
C -2.275676 -2.160774 -0.307523  0.23
C -1.746646 -2.950718 -1.420451  0.37
C 0.401186 4.186611 0.365219  -1.81
H 1.254633 4.136090 1.059507  0.26
H -0.526189 4.177784 0.946486  0.34
H 0.459705 5.124343 -0.201631  0.56
C 2.513512 3.953284 -1.653534  -1.47
H 3.121963 3.722215 -2.535509  0.43
H 3.170254 3.981866 -0.769762  0.30
H 2.040778 4.935890 -1.769216  0.37
C -3.197612 -2.735987 0.711672  -1.54
C -2.278377 -4.300473 -1.741883  -1.52
H -3.763821 -1.928363 1.191729  0.40
H -2.631585 -3.277592 1.488240  0.14
H -3.893206 -3.442970 0.246371  0.44
H -2.020859 -4.548050 -2.776318  0.43
H -3.364606 -4.331941 -1.620941  0.44
H -1.832680 -5.063445 -1.087789  0.22
H -1.896844 0.720583 0.719909  0.37
H 0.339907 -2.093051 -3.496293  0.39
C -1.214599 0.569951 -2.827073  -2.04
H -1.316596 1.679171 -2.593804  0.42
H -2.283026 0.174538 -2.680796  0.40
H -0.818291 0.421670 -3.944093  0.32
O -3.233074 3.651714 -1.183065  -0.63
H -4.188271 3.562244 -1.103417  0.31
H -2.827331 3.118323 -0.460236  0.37
N 1.760102 -0.168462 -0.689935  -0.25
S 2.423987 -0.673690 0.666309  -0.15
C 1.425875 -2.049199 1.222804  0.40
C 1.023385 -2.172891 2.562441  -0.52
C 0.145185 -3.194993 2.923228  -0.40
C -0.213177 -4.170839 1.977955  -1.01
C 0.345274 -4.146790 0.687466  -0.25
C 1.169863 -3.078715 0.310793  -0.64
C 2.028040 0.632169 1.822532  1.08
C 0.691096 0.862805 2.121959  -0.53
C 0.366887 1.885445 3.009848  -0.77
C 1.367247 2.668796 3.569170  -0.66
C 2.702992 2.432140 3.264057  -0.59
C 3.048733 1.412477 2.387623  -0.62
H 2.387623 0.309943 -1.360056  0.31
H 1.362430 -1.444982 3.299596  0.52
H -0.251562 -3.246772 3.931655  0.46
H -0.881460 -4.978691 2.253205  0.43
H 0.150194 -4.946246 -0.018335  0.74
H 1.600610 -3.044188 -0.693183  0.43
H -0.067501 0.218791 1.683753  0.84
H -0.702838 2.051825 3.247255  0.43
H 1.088624 3.480313 4.281036  0.37
H 3.489339 3.062366 3.708995  0.39
H 4.082937 1.189993 2.117102  0.45

Atomic forces in eV per Å
3.156 -0.366 -1.329
-1.085 -1.568 -0.019
2.439 -2.385 1.742
-1.859 -0.241 2.516
1.331 -0.640 -3.206
-2.142 -3.226 0.367
-3.032 -1.210 0.571
2.944 0.506 -2.260
0.311 1.073 -0.146
0.064 0.202 1.064
-2.473 1.059 2.514
-0.993 1.298 1.949
1.688 0.772 -0.818
2.001 2.521 1.304
2.791 0.387 -1.319
-0.230 0.282 -0.003
-0.180 0.014 -0.255
0.264 0.074 -0.137
0.012 -0.134 0.205
0.151 0.205 -0.449
-0.055 0.270 0.296
-0.244 -0.009 -0.120
0.200 -0.145 0.060
-0.628 0.059 -0.081
-0.411 -0.015 -0.574
0.152 -0.311 -0.080
-0.138 0.278 -0.340
0.139 0.163 0.195
-0.084 -0.015 0.209
0.180 -0.139 -0.093
-0.131 0.216 -0.079
-0.776 -1.464 0.438
0.253 -0.243 -0.437
-6.206 4.273 -5.532
-0.106 -1.173 -0.688
1.334 0.555 -0.571
-1.262 0.353 2.848
0.548 -0.410 0.595
0.087 -0.053 0.069
-0.845 0.656 -0.774
1.658 -0.302 0.263
0.954 0.462 0.552
-0.153 -0.679 0.259
-0.275 0.328 -0.178
0.249 -0.256 -0.601
0.625 0.312 -0.385
0.176 0.516 0.756
-0.074 0.071 -0.084
-0.005 -0.051 0.686
0.213 0.116 0.219
-0.895 -0.204 -0.202
-0.290 0.626 0.715
0.499 0.466 0.135
-0.147 -0.657 -0.535
0.057 -1.429 1.169
-0.272 -0.171 -0.168
0.153 0.014 -0.094
0.042 0.062 0.034
0.027 0.108 0.082
-0.229 0.017 0.274
0.025 0.185 0.247
0.849 -0.013 -0.086
0.326 -0.751 -0.670
-0.461 -0.416 -0.244
-0.215 0.178 0.228

C14H36BF4N14O6 | ωB97M-V/def2-TZVPD

frontier orbital gap	8.07	eV
ΔE to the lowest compared entry with this formula, charge and spin	360.1	kJ/mol
charge	-1
HOMO energy	-6.362	eV

Last column: Mulliken charge in e.
Atoms and positions in Å:
B 0.251905 -0.266729 0.147399  0.95
F 0.777525 -0.920179 -0.950611  -0.38
F 0.605375 -1.018619 1.253259  -0.57
F 0.791475 1.007361 0.117579  0.29
F -1.115395 -0.327869 -0.083411  -0.24
C -0.926755 -3.487299 -2.707011  0.46
O -1.396725 -4.524049 -3.117331  -0.73
N 0.231105 -2.976659 -2.944021  -0.25
N -1.580875 -2.690079 -1.886531  -0.13
H 0.849005 -3.344029 -3.653491  0.18
H 0.529185 -2.193049 -2.380821  0.25
H -2.516335 -2.927599 -1.588901  0.10
H -1.083495 -1.890759 -1.520771  -0.08
C 0.121035 4.877091 0.787909  0.35
O 0.233925 5.980221 1.348379  -0.75
N 1.032175 3.940251 0.736309  -0.10
N -0.976975 4.384941 0.220959  -0.15
H 1.946395 4.238281 1.045299  0.14
H 0.708285 3.134031 0.221349  -0.08
H -1.836715 4.903991 0.328379  0.15
H -0.816765 3.759681 -0.555881  0.28
C 3.989605 1.245991 1.263859  0.45
O 5.179735 1.319311 1.586539  -0.78
N 3.613835 1.646531 0.090889  -0.29
N 3.019825 0.761591 1.967689  -0.14
H 4.186465 2.232491 -0.499751  0.21
H 2.636005 1.603791 -0.158371  0.21
H 2.090635 0.871171 1.587299  0.08
H 3.177425 0.510951 2.933329  0.19
C -0.375295 2.437471 -2.812871  0.49
O -0.314175 3.198951 -1.862421  -0.73
N -0.957645 2.670701 -3.944451  -0.42
N 0.189025 1.273271 -2.828191  -0.28
H -1.579195 3.465241 -3.994261  0.26
H -0.983545 1.913081 -4.611861  0.16
H -0.142785 0.525421 -3.420411  0.38
H 0.452515 1.061111 -1.876531  -0.23
C -2.063055 -3.150209 2.467769  0.53
O -2.734125 -4.012779 3.030459  -0.76
N -2.459815 -2.439469 1.477419  0.00
N -0.869805 -2.838739 2.769839  -0.18
H -2.115625 -1.490269 1.451909  -0.04
H -3.350265 -2.628639 1.039929  0.17
H -0.345385 -2.360769 2.051069  0.15
H -0.475455 -3.270579 3.593299  0.18
C -0.796925 1.451691 3.630349  0.59
O -1.050195 2.163241 4.556429  -0.77
N -0.635895 1.898981 2.435739  0.11
N -0.742015 0.197931 3.756749  -0.16
H -0.744335 2.898021 2.334479  -0.03
H -0.492535 1.371121 1.586679  -0.23
H -0.983205 -0.236269 4.636179  0.19
H -0.350895 -0.303129 2.971859  0.09
C 4.730875 -2.863389 -2.446381  -1.46
C 3.965395 -2.110139 -1.379291  0.19
C 3.320105 -2.980319 -0.338241  0.62
C 4.216155 -3.574929 0.669479  0.07
N 4.960475 -4.031169 1.439879  -0.52
H 4.133995 -3.723279 -2.750411  0.33
H 5.745545 -3.122219 -2.143801  0.34
H 4.807355 -2.266989 -3.355531  0.41
H 3.208085 -1.614999 -1.987091  -0.06
H 4.592095 -1.373349 -0.876801  0.29
H 2.776255 -3.798869 -0.809731  0.35
H 2.579825 -2.422559 0.235329  -0.55
N -4.244005 0.145511 -0.255111  0.13
C -5.523265 0.054461 0.173739  -0.45
C -5.890325 1.311771 0.684849  -0.58
C -4.868535 2.177261 0.545989  -0.75
C -3.868335 1.462881 -0.118481  -0.32
H -3.790675 -0.622729 -0.728821  0.20
H -6.040255 -0.881589 0.022269  0.38
H -6.883105 1.573681 1.019789  0.39
H -4.863325 3.240281 0.736689  0.41
H -2.864575 1.774531 -0.366961  0.52

Atomic forces in eV per Å
-0.163 -1.654 -1.139
1.136 -0.765 -1.455
0.128 0.551 0.843
-0.293 0.724 0.426
-0.780 0.959 0.685
-2.563 -1.703 0.379
-0.157 -1.220 -1.060
5.029 1.315 -1.778
-2.121 1.847 1.920
-0.222 -0.094 0.374
0.339 -0.185 -0.345
0.516 -0.019 0.089
-0.789 -0.089 0.352
-0.944 2.767 1.463
0.001 -0.863 -0.474
2.555 -0.691 0.287
-2.973 0.649 0.297
0.122 -0.874 -0.374
1.396 -0.187 0.262
0.304 -0.012 -0.321
-0.823 0.279 0.103
4.520 0.481 0.811
-0.126 -0.151 0.673
-1.825 1.701 -4.724
-2.601 -1.538 2.527
0.161 -0.373 0.478
0.348 0.120 -0.098
0.127 -0.173 0.806
-0.151 0.043 -0.337
-0.133 0.922 0.742
0.343 0.276 -0.473
-2.361 1.857 -3.091
2.237 -3.446 1.778
0.102 -0.260 -0.370
-0.357 0.669 -0.103
0.161 0.083 0.331
0.421 -0.843 -0.376
-3.251 -3.730 2.170
-0.245 -0.392 0.189
-2.669 3.050 -4.591
5.288 0.727 2.216
-0.310 -0.096 -0.481
0.102 0.121 0.491
0.526 -0.269 0.712
0.289 0.156 -0.427
-0.970 2.372 1.442
-0.704 2.509 2.784
0.731 2.617 -4.517
0.721 -6.713 0.123
0.130 -0.199 -0.185
-0.297 0.254 0.661
0.285 0.052 -0.404
-0.255 -0.648 0.668
0.317 -0.093 -0.234
0.411 0.415 -0.641
-0.640 -0.511 0.808
1.506 -0.578 0.752
-1.312 0.718 -1.234
0.307 -0.393 0.104
-0.128 -0.402 -0.017
0.172 0.227 0.068
-0.424 0.387 0.750
-0.092 0.237 -0.196
-0.075 -0.115 -0.038
-0.077 0.159 -0.066
-0.435 1.110 -0.165
-0.800 0.443 0.627
-2.884 -2.795 -0.024
2.704 0.591 -1.716
1.295 0.334 0.529
0.351 0.587 0.081
-0.260 0.211 0.315
0.024 -0.230 0.199
0.145 -0.170 0.165
-0.045 -0.046 -0.028

C5H10O2 | ωB97M-V/def2-TZVPD

frontier orbital gap	8.04	eV
ΔE to the lowest compared entry with this formula, charge and spin	411.4	kJ/mol
HOMO energy	-7.260	eV

Last column: natural (NBO) charge in e.
Atoms and positions in Å:
C 1.205547 0.648793 -0.673460  -0.62
C 0.389239 0.869309 0.644002  0.12
O 1.045413 0.464928 1.845560  -0.75
C -1.086968 0.621046 0.840824  -0.48
C -0.532311 -0.502003 0.118510  0.33
C -1.059171 -0.828475 -1.262043  -0.64
O -0.004065 -1.610143 0.724388  -0.71
H 2.210711 0.958944 -0.420609  0.20
H 1.348479 -0.378293 -1.106873  0.18
H 0.807387 1.263127 -1.482746  0.23
H 1.933900 0.840735 1.877945  0.49
H -1.349318 0.370593 1.863508  0.25
H -1.783254 1.273718 0.330751  0.23
H -2.003991 -1.359573 -1.082325  0.23
H -1.287703 0.050133 -1.875200  0.22
H -0.403976 -1.500501 -1.828017  0.22
H 0.536632 -1.259492 1.461079  0.49

Atomic forces in eV per Å
0.596 0.849 0.148
0.080 -1.706 -1.392
0.307 -0.121 -0.433
-0.443 -0.049 -0.069
-1.021 -0.326 0.372
0.116 0.051 0.106
-0.299 -0.209 0.517
0.456 0.556 -0.331
-0.163 0.552 0.701
0.224 0.145 0.142
-0.145 -0.064 -0.178
0.161 0.524 0.098
-0.158 -0.016 0.016
0.152 0.043 -0.131
0.103 -0.092 0.260
0.023 0.170 0.188
0.012 -0.308 -0.015

C19H15BrCrF6N5O4S2 | ωB97M-V/def2-TZVPD

frontier orbital gap (alpha / beta)	7.26 / 6.87	eV
ΔE to the lowest compared entry with this formula, charge and spin	11.3	kJ/mol
charge	+2
multiplicity	4
HOMO energy (alpha / beta)	-15.397 / -15.385	eV

Last column: Löwdin spin population.
Atoms and positions in Å:
Cr -0.255349 -0.145077 0.551573  2.95
C 4.630973 -2.776560 1.411762  0.00
C 4.919646 -1.422942 1.577678  0.00
C 3.982150 -0.470247 1.238896  0.00
C 2.743306 -0.892061 0.745064  0.00
C 2.438763 -2.239817 0.589928  0.00
C 3.400063 -3.182916 0.917216  0.00
N 1.769969 0.075017 0.364294  -0.04
N 2.196196 1.207341 0.071917  0.02
C 1.205109 2.131299 -0.300711  0.00
C 1.587806 3.357877 -0.791610  0.01
C 0.589197 4.209185 -1.258992  0.01
C -0.727199 3.787495 -1.223347  0.00
C -1.028139 2.538612 -0.694505  0.01
N -0.078834 1.729617 -0.220256  -0.02
H 5.374626 -3.518223 1.670539  0.00
H 5.880269 -1.115993 1.967299  0.00
H 4.191265 0.584263 1.352008  0.00
H 1.495266 -2.559588 0.173887  0.00
H 3.188801 -4.232896 0.778134  0.00
H 2.636738 3.615331 -0.824020  0.00
H 0.846027 5.180076 -1.660665  0.00
H -1.527554 4.408073 -1.599921  0.00
H -2.047251 2.182359 -0.653311  0.00
C 1.939540 0.492884 5.675858  0.00
C 0.753344 0.575646 4.761669  0.00
C -0.522404 0.895038 5.220549  0.01
C -1.603184 0.938439 4.349697  0.00
C -1.346253 0.661598 3.030427  0.01
Br -2.699048 0.633231 1.704518  0.01
N -0.139964 0.363707 2.548037  -0.01
C 0.892910 0.315464 3.405842  0.01
H 1.702050 0.888057 6.660573  0.00
H 2.782614 1.056086 5.276607  0.00
H 2.255627 -0.544163 5.796356  0.00
H -0.679673 1.107286 6.270686  0.00
H -2.603109 1.173277 4.684615  0.00
H 1.857343 0.050958 2.992143  0.00
F -3.399684 -2.818644 -1.830498  0.00
C -3.047933 -2.128039 -0.781759  0.00
F -3.686455 -2.495825 0.300412  0.00
F -3.264682 -0.827162 -1.000490  0.00
S -1.174019 -2.320378 -0.530383  0.01
O -0.929231 -1.985997 0.925504  0.02
O -0.602065 -1.083612 -1.177611  0.02
N -0.625453 -3.579232 -1.090400  0.00
S -1.257915 -5.108544 -0.828653  0.00
O -1.027524 -5.865656 -1.996211  0.00
O -2.530692 -4.962468 -0.209289  0.00
C -0.094909 -5.758473 0.500818  0.00
F 0.705759 -4.779787 0.943312  0.00
F 0.638167 -6.725663 0.000348  0.00
F -0.821603 -6.198554 1.506665  0.00

Atomic forces in eV per Å
-0.162 0.156 0.146
0.008 -0.013 0.005
-0.014 0.016 -0.005
0.019 -0.020 -0.003
-0.026 0.098 -0.004
0.044 -0.038 0.028
-0.041 0.033 -0.011
0.173 -0.193 0.041
-0.119 0.085 -0.074
0.105 -0.078 0.000
-0.036 -0.004 -0.006
0.034 0.007 0.002
-0.029 -0.050 0.016
0.001 0.093 -0.007
0.003 -0.041 -0.062
0.004 0.002 0.000
0.003 -0.004 0.000
0.010 -0.003 0.007
-0.014 -0.002 -0.001
-0.002 -0.008 0.000
0.002 0.001 0.000
-0.004 0.001 -0.001
0.000 0.002 0.000
0.002 -0.002 0.003
0.001 0.002 0.011
0.010 0.000 -0.033
-0.013 -0.007 -0.004
0.007 -0.003 -0.040
-0.006 0.011 0.022
0.010 -0.049 -0.037
-0.004 -0.018 -0.030
0.005 0.024 0.043
0.002 0.001 0.001
0.004 -0.005 -0.003
0.000 -0.002 0.004
0.005 0.000 0.002
0.001 0.001 0.009
-0.001 -0.004 -0.009
-0.016 0.015 -0.017
0.073 -0.032 0.018
-0.004 -0.004 0.022
-0.005 0.019 0.007
-0.118 0.169 -0.034
0.006 -0.049 0.023
-0.020 -0.030 0.012
0.121 -0.099 -0.014
0.103 -0.032 -0.052
-0.007 0.024 -0.024
-0.104 0.020 0.061
-0.032 -0.030 0.013
-0.011 0.042 0.018
0.027 0.018 -0.011
0.005 -0.022 -0.028